[1]
Density functional theory data (ωB97M-V/def2-TZVPD) for a 2-piece molecular cluster, H8IP7 overall in a non-equilibrium geometry.

Summary:
highest occupied orbital energy (alpha / beta): -8.314 / -8.263 eV
relative energy (zero: lowest compared OMol25 entry of this formula, charge and spin): 9.9 kcal/mol
maximum force: 0.050 hartree/bohr
E_LUMO (alpha / beta): -2.5370 / -2.6604 eV

Atoms and positions in Å:
P -0.92482 -2.38834 1.23872
P 0.31070 -2.89620 -1.80728
P -1.36737 3.15186 -0.33496
P 1.99483 2.13837 -0.55320
P 0.60054 -1.44528 -0.12343
P 0.05055 1.66288 0.42326
P -0.53891 0.07219 -0.97156
I -3.70487 -0.10348 0.07501
H -0.80836 -1.12574 1.87351
H -0.06409 -3.17171 2.06779
H 0.65701 -4.17990 -1.21904
H 1.77626 -2.43070 -2.14644
H -1.07498 4.22067 0.53494
H -2.17381 2.35844 0.51278
H 2.21777 2.96734 0.50506
H 3.04957 1.16960 -0.07517

Cartesian forces (eV/Å) of the 3 atoms listed first:
0.000 0.641 -0.246
2.376 0.811 -0.651
-0.025 -0.178 -0.946

---

[2]
Density functional theory data (ωB97M-V/def2-TZVPD) for an isolated ion of composition C8H12N and charge +1 in a non-equilibrium geometry.

Summary:
highest occupied orbital energy: -12.338 eV
relative energy (zero: lowest compared OMol25 entry of this formula, charge and spin): 0.0 kcal/mol
SMILES: C=C1C=CC=C[C@H]1[NH2+]C
maximum force: 0.050 hartree/bohr
E_LUMO: -4.2082 eV
charge: +1

Atoms and positions in Å:
C 0.36397 -2.12893 0.26606
C 0.25342 -1.20746 1.26338
C 0.82021 -1.74938 -1.03341
C 1.13371 -0.48127 -1.33310
C 0.36759 0.20100 0.97812
C 0.23380 0.97205 2.04393
C 0.77026 0.59066 -0.41236
C -1.72138 0.71968 -0.69970
N -0.43964 1.43711 -0.81307
H 0.37178 -3.18483 0.43668
H 0.11226 -1.41306 2.30599
H 0.72090 -2.55066 -1.67521
H 1.64304 -0.33318 -2.21964
H 0.60469 1.98522 2.08361
H -0.10288 0.49498 2.97625
H 1.68475 1.23460 -0.33439
H -1.60759 0.01774 0.17753
H -2.60098 1.36587 -0.63090
H -1.86345 0.01759 -1.53029
H -0.37012 2.20397 -0.12868
H -0.37435 1.80830 -1.72080

Cartesian forces (eV/Å) of the 3 atoms listed first:
0.232 0.936 2.153
-0.452 -1.401 -1.490
-1.092 1.715 0.935

---

[3]
Density functional theory data (ωB97M-V/def2-TZVPD) for a 10-piece molecular cluster, C27H74O13 overall in a non-equilibrium geometry.

Summary:
highest occupied orbital energy: -9.349 eV
relative energy (zero: lowest compared OMol25 entry of this formula, charge and spin): 50.0 kcal/mol
SMILES: CC(C)O.CC(C)O.CC(C)O.CC(C)O.CC(C)O.CC(C)O.CC(C)O.OCCO.OCCO.OCCO
maximum force: 0.057 hartree/bohr
E_LUMO: 0.0957 eV

Atoms and positions in Å:
C -0.53072 -2.87823 4.43440
C -1.46366 -4.06596 4.16401
C -2.68700 -3.60477 3.36997
O -0.85345 -5.18925 3.58995
H 0.54143 -3.22173 4.61636
H -0.82901 -2.36521 5.39823
H -0.49326 -2.11799 3.66833
H -1.75027 -4.45306 5.16677
H -3.45003 -4.38247 3.27680
H -2.45173 -3.46475 2.31285
H -3.08104 -2.68652 3.73578
H -1.00646 -5.27486 2.63926
C 0.54299 -7.23054 0.02173
C -0.82988 -6.60567 0.07489
C -1.76957 -7.56683 0.67721
O -0.84805 -5.40559 0.90431
H 0.76083 -7.75436 0.95003
H 1.31376 -6.54115 -0.15633
H 0.48096 -7.96389 -0.78804
H -1.13699 -6.36087 -0.92571
H -2.85210 -7.39644 0.63596
H -1.50259 -7.74389 1.71034
H -1.63355 -8.49045 0.03841
H -0.15816 -4.78626 0.62656
C 2.27425 2.31647 -3.97743
C 3.57724 1.65720 -3.74905
C 3.89633 1.59145 -2.28755
O 3.50546 0.30785 -4.33714
H 1.51329 1.70888 -3.45430
H 2.05682 2.22919 -5.06436
H 2.16220 3.33796 -3.65619
H 4.38876 2.17917 -4.34427
H 4.79393 0.98238 -2.11092
H 2.97086 1.13868 -1.79488
H 3.99880 2.63311 -1.91676
H 3.02981 -0.21831 -3.68806
C -2.66718 4.89498 2.85067
C -2.73218 3.67480 2.03655
C -3.62837 2.66836 2.72765
O -3.23366 3.97370 0.73841
H -2.06306 5.70294 2.39352
H -2.24727 4.71420 3.87009
H -3.67272 5.32195 2.86658
H -1.72615 3.19400 1.81694
H -4.63650 3.04407 2.86339
H -3.17213 2.49012 3.70163
H -3.55449 1.80297 2.03574
H -2.46035 4.26194 0.23875
C -1.10696 6.87543 -1.63765
C -0.27869 5.57176 -1.67144
C 0.89427 5.58820 -0.64063
O -1.11292 4.43259 -1.44793
H -1.62214 6.85029 -0.61352
H -1.82309 6.90701 -2.40960
H -0.44755 7.75644 -1.74578
H 0.18849 5.47302 -2.63927
H 1.44783 4.63187 -0.78495
H 0.44318 5.66479 0.34166
H 1.54149 6.48714 -0.72876
H -0.65279 3.58517 -1.52422
C -1.63581 -1.10505 -4.99933
C -0.27054 -1.63111 -4.85768
C 0.78043 -0.58673 -4.80629
O -0.22161 -2.35458 -3.62978
H -2.19421 -1.88529 -5.46048
H -1.61953 -0.21370 -5.63097
H -2.11347 -0.89087 -4.03368
H -0.05713 -2.33252 -5.66915
H 0.67533 0.04329 -5.69625
H 1.80614 -1.07001 -4.69543
H 0.59690 0.04428 -3.94550
H -0.39812 -1.74187 -2.94874
C -1.92746 -1.00150 0.76621
C -1.85789 -0.64315 -0.75178
C -2.30144 0.80323 -1.03767
O -0.59703 -0.95428 -1.31895
H -1.26699 -0.33624 1.31353
H -1.44229 -1.99740 0.77405
H -2.92536 -1.01788 1.16934
H -2.52749 -1.28854 -1.24062
H -2.14417 1.13643 -2.03972
H -1.51058 1.27029 -0.45357
H -3.30212 1.08041 -0.67517
H -0.08814 -0.17589 -1.14725
C 0.25556 0.74771 4.48698
C 1.44544 0.04469 3.70010
O 2.61971 0.91822 3.70933
O -0.26773 1.77813 3.59193
H 0.65109 1.18548 5.38496
H -0.62393 0.11346 4.63941
H 1.08891 -0.13380 2.69593
H 1.76611 -0.88671 4.14804
H 2.34626 1.79416 3.34220
H -0.19138 2.67030 3.97456
C 2.91990 -2.60732 -1.79595
C 2.15593 -3.83598 -1.41499
O 1.02066 -3.48620 -0.58271
O 2.14393 -1.79263 -2.69909
H 3.87863 -2.72961 -2.28488
H 3.08538 -2.08601 -0.84123
H 2.90830 -4.43361 -0.78124
H 1.90688 -4.44385 -2.31417
H 0.47465 -2.77238 -0.94669
H 1.37931 -2.18212 -3.16118
C 2.25999 2.47482 0.89024
C 2.56267 3.78046 1.65614
O 2.37330 3.55904 3.10058
O 0.91038 2.10754 0.93861
H 2.89065 1.71379 1.27837
H 2.56798 2.72263 -0.12507
H 1.81931 4.45857 1.35883
H 3.56640 4.07380 1.42761
H 1.76085 4.23748 3.35103
H 0.71024 1.97757 1.88832

Cartesian forces (eV/Å) of the 3 atoms listed first:
1.437 -0.203 1.615
-0.529 -0.034 0.661
0.247 -1.230 -0.754

---

[4]
Density functional theory data (ωB97M-V/def2-TZVPD) for C30H45BrO2P2Zr as an isolated structure in a non-equilibrium geometry.

Summary:
highest occupied orbital energy (alpha / beta): -11.284 / -11.281 eV
relative energy (zero: lowest compared OMol25 entry of this formula, charge and spin): 127.0 kcal/mol
maximum force: 0.120 hartree/bohr
E_LUMO (alpha / beta): -7.8606 / -7.8636 eV
charge: +2

Atoms and positions in Å:
Zr 0.70357 2.59522 -1.37314
C -0.42136 0.26060 0.74323
C 0.40564 1.38301 1.05977
C -1.47140 2.13444 -0.10182
C -1.53861 0.71388 0.02420
C -0.30985 2.56306 0.64565
C -0.31566 -1.13212 1.26348
H 0.59816 -1.31377 1.83615
H -0.35438 -1.86160 0.43857
H -1.16825 -1.36591 1.91947
C -2.73995 -0.09040 -0.29116
H -2.51229 -1.16285 -0.29037
H -3.13169 0.16651 -1.27845
H -3.53354 0.08933 0.45252
C -2.52958 3.02658 -0.64040
H -2.68209 3.89636 0.01870
H -3.47831 2.47464 -0.69933
H -2.30604 3.40189 -1.65445
C 0.11357 3.97710 0.85257
H -0.76148 4.62712 0.98197
H 0.69144 4.40841 -0.02369
H 0.74229 4.07495 1.74686
C 1.56149 1.40579 1.99617
H 1.43979 2.19271 2.75534
H 2.51238 1.59785 1.47936
H 1.66157 0.45228 2.53004
C 2.56769 -4.26129 -0.51982
C 3.08485 -4.39952 0.70622
C 4.23540 -3.69877 1.37018
C 5.09485 -2.76513 0.47333
C 4.36773 -1.41382 0.44196
C 2.97360 -1.51932 0.33498
C 2.34615 -1.81157 -0.95443
C 2.84559 -3.17511 -1.52469
H 4.87405 -4.45384 1.85212
H 5.28926 -3.20264 -0.51649
H 3.85105 -3.08112 2.20160
H 3.90580 -3.11026 -1.81101
H 1.83414 -5.00548 -0.85596
H 2.60399 -5.12136 1.37483
H 2.27017 -3.35043 -2.44458
H 1.25064 -1.82339 -0.87830
H 2.35298 -1.09617 1.11878
H 2.57951 -1.00876 -1.68242
H 6.07988 -2.64227 0.95188
H 4.72039 -0.80376 1.27553
P 4.51215 0.24821 -0.96179
C 5.30577 -0.82039 -2.24660
C 6.12308 0.85660 -0.28622
P 2.99351 2.96759 -1.21170
C 3.93522 1.61736 -2.03672
C 4.02556 3.49954 0.19200
C 3.18840 4.28175 -2.49618
H 4.57299 -1.15447 -2.99115
H 5.81156 -1.68827 -1.80153
H 6.06641 -0.20056 -2.74171
H 6.81569 0.96865 -1.13126
H 6.54297 0.12297 0.41486
H 6.02180 1.81809 0.22508
H 3.99880 3.98803 -3.17505
H 3.42832 5.23848 -2.01530
H 2.26356 4.40959 -3.08811
H 3.30869 1.14123 -2.81407
H 4.83250 2.04387 -2.50655
H 3.46111 4.21932 0.80558
H 4.93485 3.98939 -0.18800
H 4.29714 2.65176 0.83742
Br -0.66901 -2.90518 -2.49476
C -1.70906 -1.51696 -3.29028
C -3.08599 -1.71018 -3.44290
C -3.91721 -0.62493 -3.77284
C -3.33816 0.62330 -4.04463
C -1.97068 0.80779 -3.94434
C -1.13541 -0.25711 -3.57023
C 0.30889 -0.01775 -3.27820
O 1.23491 -0.66837 -3.72303
O 0.49985 1.05015 -2.49703
H -3.51252 -2.69590 -3.28280
H -4.99234 -0.77283 -3.83325
H -3.98798 1.46390 -4.30924
H -1.52733 1.78479 -4.17946

Cartesian forces (eV/Å) of the 3 atoms listed first:
-5.584 -2.469 0.745
-0.053 0.400 -0.144
-0.277 0.539 -0.232

---

[5]
Density functional theory data (ωB97M-V/def2-TZVPD) for C8H24ClO4S2 as an isolated structure in a non-equilibrium geometry.

Summary:
highest occupied orbital energy: -4.408 eV
relative energy (zero: lowest compared OMol25 entry of this formula, charge and spin): 176.0 kcal/mol
maximum force: 0.186 hartree/bohr
E_LUMO: 2.6434 eV
charge: -1

Atoms and positions in Å:
Cl 0.09936 0.56015 -0.60384
C 2.97358 3.66421 -1.75408
C 2.41536 2.39315 -1.14532
O 1.42523 1.82813 -1.96808
H 3.35461 4.27717 -0.82634
H 1.96723 4.19780 -2.07152
H 3.44769 3.30666 -2.63343
H 1.99079 2.64841 -0.26316
H 3.16371 1.46955 -0.85615
H 1.01032 1.11921 -1.36490
C -4.38833 0.06806 -2.06930
C -3.71596 -1.05593 -1.17594
O -3.07874 -0.36333 -0.04168
H -5.11288 0.61373 -1.59957
H -4.97566 -0.46860 -2.72058
H -3.49226 0.66934 -2.46812
H -2.85890 -1.60903 -1.61051
H -4.53105 -1.52318 -0.90680
H -2.12145 -0.06921 -0.63336
C 2.93810 0.58633 0.45522
S 2.85645 -0.23039 2.02604
O 3.69599 0.54894 2.97684
C 1.15502 0.19205 2.43135
H 1.91573 0.49408 -0.17409
H 4.00269 0.40175 -0.17332
H 2.81500 1.59497 0.62247
H 0.48798 0.08485 1.62448
H 1.14446 1.33100 2.65778
H 0.74606 -0.36979 3.26984
C -1.66927 -1.95426 1.85980
S -0.22762 -1.88173 0.81096
O 0.96437 -1.95828 1.75683
C -0.57097 -3.46761 0.13896
H -2.67483 -2.05957 1.25186
H -1.46250 -0.84334 2.28715
H -1.54074 -2.64777 2.53498
H -1.51531 -3.30153 -0.45593
H -0.86293 -4.22355 1.17911
H 0.22970 -4.02242 -0.36768

Cartesian forces (eV/Å) of the 3 atoms listed first:
-7.726 -3.637 4.318
-3.385 1.043 2.204
2.009 -1.996 -3.726

---

[6]
Density functional theory data (ωB97M-V/def2-TZVPD) for an isolated ion of composition C6H8NS and charge -1 in a non-equilibrium geometry.

Summary:
highest occupied orbital energy: -1.897 eV
relative energy (zero: lowest compared OMol25 entry of this formula, charge and spin): 49.5 kcal/mol
maximum force: 0.056 hartree/bohr
E_LUMO: 3.8793 eV
charge: -1

Atoms and positions in Å:
C -0.26282 -0.43125 0.50322
C -0.92641 0.64112 -0.17413
C 0.96210 -0.70885 -0.05606
C -0.47202 1.26146 -1.26758
C -2.15935 1.25444 0.44472
C 1.92946 -1.68786 0.48345
N 1.23113 0.00128 -1.16546
S -0.86898 2.07038 -2.60056
H -0.69959 -0.98022 1.29801
H -2.71521 0.57996 1.13005
H -1.84622 2.21383 1.09375
H -2.89716 1.62287 -0.28904
H 1.33503 -2.60889 0.45381
H 2.87952 -1.74951 -0.07805
H 2.19886 -1.65059 1.55164
H 2.31164 0.17182 -1.32778

Cartesian forces (eV/Å) of the 3 atoms listed first:
0.713 0.235 -0.893
-1.114 0.417 0.640
0.003 1.593 -0.305

---

[7]
Density functional theory data (ωB97M-V/def2-TZVPD) for C35H26Cl2N8O4Rb as an isolated structure.

Summary:
highest occupied orbital energy: -4.446 eV
relative energy (zero: lowest compared OMol25 entry of this formula, charge and spin): 0.0 kcal/mol
maximum force: 0.019 hartree/bohr
E_LUMO: 1.8828 eV
charge: -1

Atoms and positions in Å:
Rb 0.14368 -0.39456 0.27264
Cl -5.54929 -2.97087 4.80783
C -3.95616 -2.49038 4.29299
C -3.68349 -2.39414 2.94288
C -2.42634 -2.02303 2.46218
N -2.21446 -2.06037 1.07106
C -2.80326 -1.14694 0.35473
O -3.42180 -0.09599 0.73224
C -2.65720 -1.30783 -1.15377
C -3.67986 -0.84159 -1.97833
C -3.52949 -0.93326 -3.34908
C -2.35069 -1.45878 -3.85961
C -1.38380 -1.88180 -2.96213
N -1.53185 -1.82719 -1.64279
C -1.40912 -1.71175 3.39224
C -1.70820 -1.81581 4.75653
C -2.95341 -2.20560 5.20767
Cl -3.23366 -2.32627 6.92390
N -0.11771 -1.36996 2.96604
C 0.48708 -0.37504 3.57577
O 0.01788 0.44569 4.41242
C 1.93461 -0.11960 3.13914
C 2.64276 0.86219 3.83135
C 3.93957 1.15372 3.45553
C 4.49566 0.46564 2.38726
C 3.71593 -0.48642 1.75223
N 2.47125 -0.78645 2.11419
H -4.46114 -2.62183 2.22640
H -4.55694 -0.40329 -1.52292
H -4.31281 -0.58458 -4.01155
H -2.17436 -1.53158 -4.92494
H -0.43354 -2.27362 -3.31279
H -0.94227 -1.57463 5.47841
H 2.13714 1.37528 4.63579
H 4.50567 1.91585 3.97717
H 5.50154 0.66625 2.04219
H 4.10945 -1.03724 0.90219
C 3.71013 -3.45253 -0.54372
C 4.70058 -2.85019 -1.30118
C 4.36526 -1.79332 -2.13314
C 3.03730 -1.37825 -2.18344
N 2.08649 -1.95586 -1.45183
C 2.41532 -2.96220 -0.65233
C 2.58736 -0.25696 -3.06092
C 3.23528 0.01730 -4.26162
C 2.74205 1.03960 -5.05409
C 1.63889 1.75059 -4.62212
C 1.05915 1.42069 -3.39574
N 1.52635 0.42840 -2.64345
C -0.13491 2.15884 -2.88559
C -0.41043 3.45895 -3.30204
C -1.53607 4.09484 -2.80968
C -2.35280 3.41519 -1.92534
C -1.98853 2.13032 -1.55141
N -0.90342 1.51557 -2.01154
H 3.92701 -4.26820 0.13183
H 5.72776 -3.18623 -1.23344
H 5.12464 -1.28328 -2.71017
H 1.60862 -3.38345 -0.06107
H 4.07939 -0.57802 -4.58089
H 3.20163 1.26790 -6.00745
H 1.21588 2.53157 -5.23723
H 0.26256 3.98485 -3.96492
H -1.75801 5.11471 -3.09626
H -3.23592 3.87345 -1.50230
H -2.58707 1.57093 -0.83610
N -1.74083 1.39053 2.41323
C -1.80044 2.85170 2.14252
C -0.60606 3.21453 1.19461
O -0.57676 4.38034 0.80373
O 0.16320 2.24545 0.94085
H -2.54224 0.84233 2.03557
H -1.49975 1.13308 3.38281
H -0.89822 1.17264 1.84440
H -1.71139 3.40843 3.07151
H -2.74339 3.10154 1.66287

Cartesian forces (eV/Å) of the 3 atoms listed first:
0.570 -0.288 -0.769
-0.010 -0.004 -0.004
0.000 0.013 -0.011

---

[8]
Density functional theory data (ωB97M-V/def2-TZVPD) for C19H12BrCl5NO2Se2Te2V as an isolated structure in a non-equilibrium geometry.

Summary:
highest occupied orbital energy (alpha / beta): -7.260 / -7.277 eV
relative energy (zero: lowest compared OMol25 entry of this formula, charge and spin): 0.0 kcal/mol
maximum force: 0.065 hartree/bohr
E_LUMO (alpha / beta): -0.9959 / -0.9171 eV
⟨S²⟩: 2.04
multiplicity: 3

Atoms and positions in Å:
V 7.63375 7.58196 8.64347
Cl 7.90614 14.81098 9.74265
C 7.70459 13.20426 9.09677
C 7.21265 12.18155 9.88280
Cl 6.81877 12.55666 11.51369
C 7.14050 10.88696 9.32927
Cl 6.79913 9.48019 10.36532
C 7.55626 10.55062 8.06642
O 7.65883 9.28431 7.62368
C 8.19244 11.61213 7.41043
Cl 9.11716 11.22570 5.91451
C 8.22726 12.91196 7.87151
Cl 8.82274 14.22258 6.89009
Se 8.27321 6.29829 10.64570
Te 5.96756 6.05807 11.70577
Te 4.99188 5.22435 9.31808
Se 5.29436 7.30803 7.92916
C 11.33706 8.36395 6.67661
C 10.70404 8.66503 8.08442
O 9.94139 7.81330 8.58286
C 10.84417 9.99945 8.66409
C 11.48148 11.10289 7.94233
C 11.69691 12.33517 8.53366
C 11.13268 12.56239 9.80475
C 10.38224 11.53761 10.42155
C 10.19652 10.28022 9.84716
H 11.21586 7.29858 6.45359
H 12.37293 8.73384 6.75815
H 10.83794 8.99708 5.96395
H 12.00797 10.89324 6.99825
H 12.30525 13.03586 7.91282
H 11.29173 13.48220 10.25584
H 9.89529 11.72086 11.38069
H 9.67948 9.55582 10.37671
Br 8.68213 7.19960 3.19200
C 8.67031 6.19608 4.81678
C 9.09710 4.85305 4.97724
C 9.12546 4.29249 6.26277
C 8.73831 5.14828 7.32861
N 8.22653 6.34047 7.14492
C 8.24864 6.85419 5.91732
H 9.40177 4.21584 4.13120
H 9.37851 3.25510 6.43501
H 8.63533 4.68374 8.23744
H 8.09378 7.94180 5.75953

Cartesian forces (eV/Å) of the 3 atoms listed first:
-0.180 0.960 0.448
-0.262 -0.403 -0.097
0.096 0.912 1.215

---

Q: Which of these has the lowest maximum force?
A: C35H26Cl2N8O4Rb